Entry 1:
Below is C30H41MgN3O3 as an isolated structure in a non-equilibrium geometry, with properties calculated with ωB97M-V/def2-TZVPD.

XYZ file:
```
78
C30H41MgN3O3 ωB97M-V/def2-TZVPD
C 6.340 3.388 -1.700
C 7.561 2.913 -1.253
H 5.947 4.350 -1.363
H 5.949 2.944 -2.630
C 7.636 1.495 -1.004
C 6.426 0.862 -0.825
H 5.709 1.330 -0.129
H 6.298 -0.198 -1.041
C 8.821 3.744 -1.146
H 8.618 4.802 -1.352
H 9.617 3.422 -1.839
H 9.256 3.684 -0.137
C 8.969 0.812 -0.810
H 9.485 1.180 0.090
H 9.668 0.947 -1.649
H 8.821 -0.264 -0.669
Mg 0.155 -0.063 -0.094
O 2.047 0.633 -0.380
C 2.845 0.506 -1.358
O 0.420 -1.110 -1.774
C 1.484 -1.287 -2.407
O 1.588 -2.182 -3.367
N 2.686 -0.609 -2.211
C 2.945 -2.108 -3.952
C 3.694 -1.053 -3.186
H 2.820 -1.817 -5.003
H 3.412 -3.098 -3.858
H 4.007 -0.217 -3.820
H 4.568 -1.455 -2.656
C 3.902 1.453 -1.675
C 3.878 2.735 -1.215
H 4.687 1.131 -2.370
H 3.346 2.950 -0.287
H 4.190 3.580 -1.826
C -3.453 -5.491 2.220
C -3.642 -4.196 3.028
C -5.127 -3.811 2.958
C -3.266 -4.447 4.496
C -2.710 -3.110 2.463
C -1.332 -3.349 2.455
C -0.468 -2.400 1.914
N -0.914 -1.291 1.283
C -2.247 -1.003 1.349
C -3.163 -1.893 1.948
C -2.680 0.238 0.677
C -3.994 0.744 0.787
C -4.381 1.850 0.025
C -3.415 2.447 -0.793
C -2.109 1.954 -0.798
N -1.741 0.868 -0.083
C -5.818 2.406 0.022
C -5.777 3.906 0.342
C -6.425 2.193 -1.372
C -6.718 1.715 1.055
H -4.133 -6.272 2.583
H -2.429 -5.871 2.295
H -3.684 -5.316 1.161
H -5.734 -4.631 3.373
H -5.332 -2.909 3.550
H -5.449 -3.652 1.920
H -2.231 -4.796 4.585
H -3.371 -3.516 5.069
H -3.928 -5.202 4.941
H -0.918 -4.268 2.862
H 0.612 -2.541 1.954
H -4.221 -1.627 1.935
H -4.684 0.238 1.460
H -3.652 3.298 -1.427
H -1.331 2.428 -1.398
H -5.227 4.466 -0.420
H -6.794 4.311 0.394
H -5.296 4.074 1.313
H -6.422 1.125 -1.625
H -7.463 2.546 -1.395
H -5.859 2.732 -2.140
H -6.846 0.650 0.822
H -6.312 1.820 2.070
H -7.713 2.182 1.042
```

The charge is +2. As for the spin multiplicity: 1. The value obtained for the highest occupied orbital energy is -0.4540 hartree. The value obtained for the max |F| is 0.0330 Eh/bohr.

Here are the Löwdin charges for atoms 1 to 4, given in e: atom 1 (C): 0.01, atom 2 (C): -0.28, atom 3 (H): 0.08, atom 4 (H): 0.09


Entry 2:
Below is a 10-piece molecular cluster, C20H37Cl10FO15 overall in a non-equilibrium geometry, with properties calculated with ωB97M-V/def2-TZVPD.

XYZ file:
```
83
C20H37Cl10FO15 ωB97M-V/def2-TZVPD
C 6.196 -3.132 -0.901
O 5.878 -3.572 -2.194
C 6.867 -3.943 -3.034
O 8.076 -3.989 -2.740
O 6.358 -4.247 -4.266
C 4.992 -4.069 -4.556
H 6.688 -3.923 -0.335
H 5.250 -2.880 -0.422
H 6.872 -2.291 -1.049
H 4.870 -4.329 -5.607
H 4.694 -3.028 -4.431
H 4.341 -4.600 -3.862
C 4.696 -8.619 -3.447
O 4.531 -7.343 -2.809
C 3.590 -7.146 -1.857
O 2.866 -8.010 -1.390
O 3.702 -5.919 -1.443
C 3.040 -5.512 -0.317
H 3.857 -8.899 -4.084
H 4.832 -9.460 -2.767
H 5.596 -8.531 -4.056
H 1.991 -5.734 -0.512
H 3.032 -4.457 -0.043
H 3.260 -6.133 0.552
C 7.748 -2.878 3.429
O 7.094 -1.754 4.013
C 6.829 -0.632 3.330
O 7.111 -0.429 2.186
O 6.246 0.285 4.180
C 5.862 1.581 3.797
H 7.306 -3.116 2.461
H 7.542 -3.766 4.025
H 8.815 -2.817 3.215
H 5.324 1.542 2.850
H 6.814 2.082 3.624
H 5.259 2.082 4.554
C 2.555 -0.280 3.180
O 1.712 -0.527 2.130
C 2.113 -1.103 0.968
O 3.283 -1.261 0.563
O 0.976 -1.395 0.245
C 1.064 -2.044 -0.985
H 2.028 -0.050 4.106
H 3.190 0.526 2.813
H 3.223 -1.138 3.255
H 0.091 -2.069 -1.477
H 1.479 -3.041 -0.842
H 1.705 -1.504 -1.682
C 8.138 -7.265 5.731
C 6.771 -7.117 5.085
O 6.719 -8.304 4.275
C 7.938 -8.670 3.966
O 8.249 -9.494 3.099
O 8.850 -7.924 4.747
F 6.620 -5.987 4.321
H 8.089 -7.809 6.674
H 8.585 -6.308 6.001
H 5.918 -7.168 5.762
C -1.313 -3.753 2.507
Cl -0.891 -4.836 1.219
Cl -1.861 -2.157 1.973
H -2.113 -4.263 3.043
H -0.479 -3.646 3.200
C 2.594 -8.534 5.774
Cl 0.924 -8.178 5.282
Cl 3.497 -7.082 6.174
H 2.535 -9.277 6.569
H 3.045 -9.070 4.940
C 3.466 -0.592 7.505
Cl 3.285 -1.863 6.271
Cl 3.009 0.965 6.834
H 2.828 -0.852 8.350
H 4.496 -0.615 7.861
C 3.847 -4.405 3.549
Cl 2.107 -4.387 3.243
Cl 4.685 -4.140 1.952
H 4.056 -3.571 4.219
H 4.195 -5.301 4.064
C 0.563 -4.408 6.455
Cl 0.756 -4.441 8.206
Cl -1.125 -4.970 6.024
H 0.864 -3.409 6.141
H 1.317 -5.072 6.032
```

The charge is 0. As for the energy above the lowest of the compared OMol25 structures with the same formula, charge and spin: 2.969 eV. As for the spin multiplicity: 1. The value obtained for the highest occupied orbital energy is -0.3809 hartree. The value obtained for the max |F| is 0.0924 Eh/bohr.

Here are the Löwdin charges for atoms 1 to 4, given in e: atom 1 (C): -0.06, atom 2 (O): -0.05, atom 3 (C): -0.51, atom 4 (O): 0.09


Entry 3:
Below is C12H10AuBF4I2NO as an isolated structure, with properties calculated with ωB97M-V/def2-TZVPD.

XYZ file:
```
32
C12H10AuBF4I2NO ωB97M-V/def2-TZVPD
Au -0.343 0.246 0.019
I -0.310 0.537 -2.619
C -1.763 -0.962 -2.760
C -2.299 -1.286 -3.966
C -3.274 -2.308 -4.011
C -3.659 -2.943 -2.866
C -3.100 -2.605 -1.608
C -3.495 -3.243 -0.405
C -2.952 -2.897 0.795
C -1.959 -1.886 0.868
C -1.605 -1.269 -0.280
C -2.119 -1.582 -1.556
H -1.998 -0.781 -4.874
H -3.714 -2.576 -4.961
H -4.411 -3.721 -2.899
H -4.248 -4.019 -0.457
H -3.263 -3.388 1.706
H -1.526 -1.609 1.822
F -1.298 1.182 1.903
B -0.684 2.536 1.757
F 0.320 2.268 0.693
F -1.604 3.402 1.298
F -0.053 2.844 2.912
N 3.074 -1.385 2.367
C 1.899 -0.778 2.260
O 1.321 -0.775 1.154
C 1.294 -0.177 3.495
I 2.637 1.089 4.557
H 3.479 -1.825 1.557
H 3.600 -1.355 3.226
H 1.024 -0.976 4.183
H 0.421 0.413 3.252
```

The charge is +1. As for the energy above the lowest of the compared OMol25 structures with the same formula, charge and spin: 0.000 eV. As for the spin multiplicity: 1. The value obtained for the highest occupied orbital energy is -0.4519 hartree. The value obtained for the max |F| is 0.0155 Eh/bohr.

Here are the Löwdin charges for atoms 1 to 4, given in e: atom 1 (Au): 1.00, atom 2 (I): 1.32, atom 3 (C): -0.59, atom 4 (C): -0.11


What is the charge in the first record? +2


Among the records above, which one has the highest max |F|? C20H37Cl10FO15


The lowest charge belongs to which entry? C20H37Cl10FO15